No. 1
{"formula": "C32H26AsInN6O5S2", "method": "ωB97M-V/def2-TZVPD", "fmax_ha_per_bohr": 0.0476, "homo_energy_ev": -2.022, "lumo_ev": 4.29, "e_above_lowest_ev": 0.8135, "charge": -2, "total_energy_ev": -140472.0379, "symbols": ["H", "N", "C", "C", "C", "In", "C", "O", "C", "H", "H", "N", "C", "H", "C", "C", "H", "H", "C", "H", "H", "C", "H", "H", "C", "N", "N", "S", "H", "C", "H", "C", "C", "H", "H", "H", "C", "C", "C", "C", "H", "As", "H", "H", "H", "N", "H", "O", "C", "H", "O", "C", "C", "O", "C", "C", "O", "C", "C", "C", "H", "C", "C", "H", "S", "H", "C", "H", "N", "C", "C", "C", "H"], "coordinates": [[2.79730, -4.18220, 0.47860], [-1.44460, -1.81440, -5.30320], [-2.03530, 3.20240, -3.07460], [2.31570, 0.11180, 2.08700], [0.39980, 0.07840, 4.34550], [0.00720, 0.24800, -0.01850], [-5.98290, -1.06380, -2.13570], [-1.80740, -1.18330, 0.23650], [0.13030, 0.44300, 3.02680], [1.66190, -5.49820, 0.93190], [-2.28460, -0.00550, -2.02750], [1.03030, 0.40810, 1.99240], [-0.58490, 0.14450, 5.31510], [-1.94400, -3.34590, 1.44540], [3.04970, 0.30570, 0.79120], [4.39460, -0.03990, 0.72110], [0.01750, 2.61420, -2.81930], [-6.05080, -0.07880, -4.03580], [-3.04550, -1.45340, 0.20960], [1.39930, -0.23490, 4.60550], [-3.13720, 1.28380, 3.41930], [-0.47070, -1.97170, -4.70020], [-1.92550, 3.46450, -4.11510], [-7.01900, -1.37800, -2.17490], [5.09590, 0.22470, -0.43930], [-1.33910, 1.35290, 1.40460], [2.40720, 0.85130, -0.23340], [0.21870, -0.13930, -2.49950], [-0.34740, -0.13700, 6.33560], [-1.16300, 0.92690, 2.69770], [6.14210, -0.03650, -0.52530], [4.42130, 0.81390, -1.49430], [1.00420, -2.90390, 2.98680], [-5.59650, -1.98980, -0.23510], [-2.64050, 0.57090, 5.73070], [-4.24340, 3.07350, -0.52180], [-3.86740, -1.00660, -0.98800], [-3.25960, 3.32050, -2.43290], [-4.11000, 0.05130, -3.13370], [-1.17730, -4.02480, 1.06770], [1.53410, -4.66690, -0.65070], [0.56390, -3.16680, 1.10730], [1.18080, -3.86010, 3.47910], [1.89240, -2.27350, 3.04970], [-1.42110, -4.29000, 0.03840], [-1.02850, 2.38180, -1.07930], [-3.67010, 0.59110, -3.96000], [0.86050, -1.85690, 0.21310], [-5.19980, -1.40050, -1.04980], [2.48850, 1.48040, -2.17540], [-3.61640, -2.12880, 1.07580], [1.45130, -3.29360, -4.63290], [-3.33270, 2.99120, -1.09530], [-3.12180, 2.79140, 1.69090], [-2.27020, 2.20200, 1.01450], [-0.95190, 2.72820, -2.35430], [2.96080, -0.24150, 3.08970], [-2.14850, 0.94350, 3.67980], [3.06750, 1.07390, -1.35430], [1.77190, -4.54660, 0.40900], [4.91880, 1.02180, -2.42880], [-5.43920, -0.33230, -3.17910], [0.73530, -2.24550, -4.05490], [-1.13070, -4.92320, 1.68490], [2.69610, -1.87780, -2.26040], [4.84750, -0.51140, 1.57990], [-1.86350, 0.55190, 4.97660], [-4.13480, 3.66620, -2.96730], [1.99090, -4.17900, -5.14510], [1.22160, -1.53370, -2.95300], [-2.19160, 2.51480, -0.45450], [-3.32900, -0.28150, -2.04130], [0.17490, -2.37940, 3.46390]], "forces_ev_per_angstrom": [[-0.07, 0.01, 0.03], [-0.09, 0.09, -0.04], [-0.03, 0.07, 0.04], [-0.22, 0.10, 0.44], [0.26, 0.02, 0.12], [0.12, -0.71, 0.35], [-0.17, 0.00, 0.00], [0.44, 0.49, -0.30], [-0.31, 0.09, 0.66], [-0.04, 0.08, 0.04], [0.00, -0.07, -0.01], [0.07, -0.05, -0.90], [-0.15, -0.05, 0.14], [0.04, 0.01, -0.05], [0.71, -0.14, 0.02], [-0.13, -0.07, 0.09], [0.01, -0.05, -0.06], [-0.01, 0.02, -0.07], [0.03, -0.23, 0.18], [-0.03, -0.02, -0.08], [-0.01, 0.03, -0.05], [-1.01, 0.24, -0.46], [0.07, -0.03, -0.11], [-0.04, -0.01, -0.01], [-0.18, 0.14, -0.12], [0.39, -0.29, -1.04], [-0.35, -0.02, 0.16], [-0.21, 0.14, -0.08], [-0.02, 0.00, 0.00], [0.07, -0.07, 0.80], [0.05, -0.02, -0.02], [0.15, 0.11, 0.10], [-0.15, 0.02, -0.36], [0.03, 0.02, 0.07], [-0.07, 0.03, 0.00], [-0.01, 0.00, 0.03], [0.01, -0.06, 0.06], [0.15, 0.02, 0.09], [-0.08, 0.03, -0.13], [0.18, 0.29, -0.01], [0.01, 0.05, 0.10], [-0.04, -2.21, 1.05], [-0.05, -0.06, -0.06], [-0.03, -0.05, -0.01], [0.06, 0.05, 0.02], [0.13, -0.42, 0.32], [0.06, 0.02, -0.06], [0.01, 1.76, -0.77], [-0.03, -0.06, 0.12], [0.02, -0.11, 0.00], [-0.28, 0.02, 0.07], [0.71, -0.90, -0.33], [0.04, 0.01, 0.10], [-0.23, 0.04, -0.10], [0.08, 0.06, 0.38], [0.05, 0.25, -0.58], [0.16, -0.01, -0.11], [-0.15, 0.07, -0.05], [0.30, 0.32, -0.34], [-0.21, 0.35, 0.08], [-0.02, 0.01, -0.10], [-0.04, 0.08, -0.18], [0.04, 0.36, 0.52], [0.14, -0.04, -0.01], [0.30, -0.28, 0.08], [-0.01, 0.04, 0.06], [0.02, -0.07, 0.22], [-0.03, -0.02, -0.02], [0.02, 0.01, -0.04], [0.11, 0.22, 0.14], [-0.63, 0.45, -0.17], [0.10, -0.04, 0.18], [0.04, -0.06, -0.03]]}

---

No. 2
{"formula": "C32H26BF13IMnN10O4S2", "method": "ωB97M-V/def2-TZVPD", "fmax_ha_per_bohr": 0.0250, "homo_energy_ev": [-5.671, -5.672], "lumo_ev": [2.05, 2.05], "e_above_lowest_ev": 0.4348, "multiplicity": 6, "charge": -1, "total_energy_ev": -153802.8905, "symbols": ["H", "F", "F", "C", "C", "F", "F", "H", "H", "C", "C", "F", "C", "N", "N", "C", "C", "C", "N", "F", "N", "H", "C", "C", "C", "C", "C", "C", "H", "O", "H", "S", "C", "C", "F", "C", "H", "H", "H", "N", "H", "N", "N", "C", "H", "F", "O", "S", "F", "C", "C", "O", "C", "C", "C", "H", "H", "C", "C", "H", "Mn", "F", "H", "H", "H", "H", "H", "C", "O", "C", "F", "I", "C", "C", "N", "H", "H", "N", "F", "H", "F", "H", "H", "H", "N", "C", "C", "B", "C", "H"], "coordinates": [[0.16673, -1.55303, 1.36642], [-5.74631, -1.31534, 2.09992], [-4.69477, 0.56913, 2.07483], [2.56050, -2.09809, -5.05645], [-2.69132, 1.30699, -3.16570], [-4.36729, -3.44856, 1.21955], [-3.37715, 4.59251, 0.49773], [3.49592, -1.96641, -5.58400], [2.14752, 0.12618, 3.36586], [1.43018, -2.52359, -5.74100], [1.46286, -5.92969, 0.17270], [-2.97938, -3.14168, -0.41051], [2.47590, -3.76840, -0.09063], [-0.45242, 0.29960, 1.99785], [-1.11192, 1.01270, -4.42240], [-0.84096, 1.05592, 3.02271], [1.33154, -3.32865, -0.73659], [2.48997, -1.84406, -3.69303], [-0.30448, 1.02634, -5.52922], [-2.13336, 2.65260, 0.51374], [-2.33350, 1.49101, -4.42691], [3.88774, 3.26826, 1.09785], [-0.60630, -0.75660, 4.56029], [2.48811, 1.15133, 3.31493], [2.53816, -5.07637, 0.36757], [2.99954, 1.62897, 2.11736], [0.15091, -2.41909, -3.70489], [-0.95250, 0.56135, 4.31244], [2.80448, 5.11765, 5.24794], [2.47489, -0.69706, 1.13994], [3.42422, -5.42781, 0.87973], [2.76508, 0.63949, 0.64985], [3.49835, 2.92250, 2.03996], [0.99211, 4.87746, -1.63873], [-3.82707, -1.13259, 3.08005], [1.28929, -2.01823, -3.02344], [-0.67562, -3.77571, -1.32822], [-3.65575, 1.57121, -2.77237], [1.51435, -6.95245, 0.52342], [0.14023, 2.71288, -1.16369], [-1.29182, 1.20515, 5.11168], [2.40428, 3.23576, -0.65570], [2.79446, 4.13154, 5.44983], [-0.02717, 3.93868, -1.62246], [3.78680, 4.77112, 3.08177], [-2.34403, -2.83855, 1.62864], [3.91477, 0.71870, -0.22035], [1.25144, -1.59340, -1.25366], [-2.61077, 3.73660, 2.49329], [2.41940, 1.97757, 4.41949], [-0.14094, -0.97412, 2.21935], [-2.69385, -0.36670, 0.52972], [-0.18568, -1.52165, 3.48715], [3.43588, 3.74817, 3.14647], [1.35416, 2.39844, -0.62622], [0.84338, 5.87825, -2.01221], [2.09072, 3.87266, 6.12165], [-4.73972, -1.00206, -0.52729], [2.86379, 3.29876, 4.33735], [1.98713, 1.62176, 5.34701], [-1.05153, 0.83731, -0.20564], [-4.06541, -1.04747, -1.69051], [-1.01669, 4.17753, -1.99782], [3.35203, -1.49356, -3.13697], [-0.53822, -6.13171, -0.58648], [-0.82150, 0.71684, -6.34086], [3.28404, -3.06655, 0.07072], [-4.52200, -0.74822, 1.99120], [-0.17147, -1.22645, -0.97786], [-3.74856, -1.13122, 0.68278], [-5.67315, -1.97866, -0.59105], [0.46054, -3.49051, 3.77672], [2.21178, 4.44364, -1.15819], [-3.36503, -2.65267, 0.78437], [-0.70954, 0.55490, -3.27119], [-0.78136, -2.51171, -3.16387], [3.08871, 5.08623, -1.16224], [-1.70996, 0.74195, -2.45152], [-5.40479, 0.16360, -0.50939], [1.48370, -2.72422, -6.80374], [-1.14020, 4.66973, 1.01026], [-0.65678, -3.01936, -5.59476], [0.50486, 0.44370, -5.34826], [-0.66011, -1.17612, 5.55544], [1.39726, 1.17850, -0.06309], [0.23463, -4.16085, -0.89056], [0.22567, -2.68556, -5.06250], [-2.33429, 3.96378, 1.15145], [0.30722, -5.47074, -0.44827], [-1.07056, 2.09053, 2.80149]], "forces_ev_per_angstrom": [[-0.08, -0.10, -0.02], [0.08, 0.04, -0.11], [0.09, -0.08, -0.03], [0.00, -0.07, -0.07], [0.03, -0.09, 0.16], [0.08, 0.11, -0.06], [-0.10, 0.04, -0.09], [0.02, 0.02, 0.00], [-0.12, 0.02, 0.01], [0.01, 0.03, 0.02], [0.00, 0.00, 0.04], [0.00, 0.08, 0.00], [0.02, 0.23, -0.07], [-0.43, -0.01, 0.02], [-0.37, -0.31, 0.67], [0.02, 0.08, -0.01], [0.26, 0.23, 0.42], [-0.03, 0.05, 0.19], [0.43, 0.38, -0.37], [-0.06, -0.18, 0.00], [-0.03, 0.13, -0.37], [0.09, 0.07, -0.01], [-0.05, 0.11, -0.11], [-0.02, -0.09, 0.03], [0.04, -0.10, -0.07], [-0.20, -0.03, -0.41], [-0.06, -0.06, 0.14], [0.09, -0.01, 0.08], [-0.08, 0.00, 0.01], [-0.21, 0.11, 0.12], [0.01, 0.02, 0.01], [-0.06, -0.12, -0.23], [0.01, -0.08, 0.08], [0.00, 0.05, -0.16], [0.01, 0.04, -0.12], [0.12, 0.35, -0.01], [-0.04, 0.00, 0.03], [-0.02, 0.02, 0.07], [0.00, -0.01, 0.02], [0.23, -0.41, 0.44], [-0.02, 0.04, -0.01], [0.09, -0.04, -0.01], [0.09, -0.01, 0.10], [-0.11, -0.04, -0.06], [0.07, 0.01, -0.01], [0.00, 0.08, -0.15], [-0.04, 0.33, 0.14], [-0.16, -0.98, -0.82], [-0.06, -0.03, 0.13], [0.07, 0.15, 0.00], [0.02, 0.09, 0.13], [0.48, 0.32, -0.30], [0.19, -0.21, 0.13], [-0.05, 0.03, 0.03], [0.12, 0.43, -0.35], [-0.04, 0.01, -0.01], [-0.03, 0.09, 0.00], [-0.20, -0.10, -0.21], [0.08, -0.14, -0.08], [0.03, -0.08, 0.01], [-0.03, -0.44, 0.49], [-0.04, 0.07, 0.10], [-0.03, 0.02, 0.05], [0.06, 0.02, -0.07], [-0.03, 0.01, 0.05], [-0.11, -0.16, 0.11], [0.06, -0.03, 0.07], [-0.14, 0.10, 0.26], [-0.35, 0.28, 0.14], [-0.26, -0.15, -0.16], [0.10, 0.10, 0.03], [-0.07, 0.09, -0.09], [-0.06, -0.11, 0.07], [0.07, -0.25, 0.21], [0.30, 0.04, -0.40], [-0.08, 0.06, -0.02], [-0.06, 0.09, -0.02], [-0.18, 0.25, 0.12], [0.13, -0.01, 0.03], [0.01, -0.01, 0.00], [0.07, 0.06, -0.02], [0.00, 0.02, 0.00], [-0.08, -0.11, 0.09], [-0.01, -0.01, 0.02], [0.51, -0.29, 0.27], [-0.16, 0.05, -0.06], [-0.01, 0.02, 0.00], [0.19, -0.13, -0.09], [0.05, 0.04, -0.03], [-0.11, -0.03, 0.01]]}

---

No. 3
{"formula": "C32H26Br2FeN5OPS6", "method": "ωB97M-V/def2-TZVPD", "fmax_ha_per_bohr": 0.0197, "homo_energy_ev": [-3.579, -3.188], "lumo_ev": [1.96, 1.96], "e_above_lowest_ev": 0.0000, "multiplicity": 2, "charge": -1, "total_energy_ev": -291879.7567, "symbols": ["C", "H", "H", "Br", "C", "H", "H", "C", "N", "H", "N", "C", "C", "C", "O", "C", "C", "C", "C", "C", "H", "C", "Fe", "H", "C", "N", "H", "C", "N", "H", "C", "P", "H", "C", "C", "H", "Br", "S", "S", "S", "C", "H", "S", "H", "C", "C", "H", "C", "S", "H", "C", "C", "C", "H", "C", "H", "H", "H", "H", "S", "H", "C", "H", "C", "C", "H", "H", "C", "H", "C", "N", "C", "C", "H"], "coordinates": [[-2.77901, -0.04877, 0.93840], [-0.73707, 1.18284, 2.90223], [-3.89391, -1.92860, 4.18103], [-2.07998, 3.51343, -3.63562], [-1.62268, -2.47848, -4.69801], [2.36691, 3.02435, 3.00095], [0.26747, -4.79897, 2.06263], [1.51186, 3.67917, 2.81958], [-0.62863, -1.27076, 1.13023], [2.19546, -6.14790, 1.33870], [1.52808, 4.10308, 1.42249], [-1.92762, 1.65408, -3.97105], [-1.18932, 3.11146, 0.61408], [-1.38157, -0.58249, -3.24553], [-1.21889, 1.22884, -1.75446], [2.23388, -5.06925, 1.26709], [3.33608, -4.43227, 0.71164], [-1.18144, -3.25581, -3.67369], [5.95284, 0.67184, -0.82091], [-0.11266, -2.19876, 1.85480], [1.61350, 4.56989, 3.44471], [-2.25589, 1.16374, -5.23845], [0.01470, -0.00055, -0.69092], [-0.78985, 4.73477, 3.52183], [-4.01463, 0.18058, 1.50683], [-0.92432, 4.25503, 1.50625], [1.01627, 1.05163, 2.84269], [0.17381, 1.67904, 2.55256], [0.28803, 2.98413, 3.22592], [4.25853, -2.55270, 0.24492], [-1.92077, -0.94851, 1.57199], [0.11470, 1.80387, 0.69957], [-2.46453, 0.42513, 0.01225], [3.38715, -3.05314, 0.64703], [-3.58321, -1.40178, 3.28815], [2.47973, 2.36778, 0.68531], [-2.65651, -0.79375, -7.24114], [-1.09833, -2.73850, 3.19118], [4.79105, 0.70449, -2.09334], [2.42642, -0.52831, 1.24466], [-2.17120, -0.17130, -5.50762], [0.77546, -3.30264, -1.18351], [5.26686, 0.17797, 0.65804], [-2.57888, 1.85257, -6.00717], [2.32127, -2.28128, 1.11346], [3.62481, -0.07025, 0.09915], [-4.69424, 0.87558, 1.03103], [3.35845, 0.17817, -1.22677], [7.54157, 1.07876, -1.01009], [-1.25233, 3.45080, -0.42149], [-0.85640, 3.83550, 2.90376], [-2.33445, -1.63942, 2.70735], [1.15940, -4.30703, 1.69287], [-2.15750, 2.67467, 0.86809], [-1.73592, -1.08466, -4.51588], [-1.77583, 3.30295, 3.15815], [0.32020, 5.19274, 0.11313], [-1.88975, -2.91542, -5.65089], [1.58910, 3.28279, -0.51867], [1.91380, 0.03460, -2.11618], [-0.37135, -4.59339, -1.59226], [-1.49741, 0.83288, -2.92192], [4.17109, -5.01399, 0.34091], [1.17197, -2.91872, 1.58204], [-4.40796, -0.47960, 2.68329], [-1.08879, -4.32748, -3.79711], [-0.80729, -3.34408, -0.41208], [-0.82487, -2.67351, -2.43667], [-5.37684, -0.26892, 3.11766], [1.56365, 2.94028, 0.51804], [-0.92579, -1.37798, -2.23042], [0.33920, 4.91347, 1.16779], [-0.27993, -3.53582, -1.34356], [0.41422, 5.82192, 1.77096]], "forces_ev_per_angstrom": [[-0.09, -0.01, -0.03], [-0.01, 0.00, 0.02], [0.02, 0.00, -0.01], [0.00, 0.00, 0.02], [-0.05, 0.01, -0.11], [0.00, 0.00, 0.01], [0.01, 0.01, -0.02], [-0.08, -0.05, -0.08], [-0.54, 0.24, -0.43], [0.01, 0.00, 0.00], [0.01, -0.04, -0.07], [-0.07, -0.06, -0.05], [0.06, 0.13, 0.00], [-0.09, 0.12, 0.10], [0.05, 0.28, 0.26], [-0.10, 0.07, 0.04], [0.06, -0.05, -0.03], [0.00, -0.04, 0.12], [0.08, 0.04, -0.10], [0.77, -0.42, 0.18], [0.00, 0.02, 0.01], [0.02, 0.15, 0.11], [-0.88, -0.15, 0.48], [0.00, 0.02, 0.01], [-0.03, -0.06, 0.08], [0.04, -0.06, -0.02], [0.00, 0.02, 0.05], [-0.11, 0.20, 0.03], [-0.02, -0.06, -0.02], [0.00, -0.01, 0.01], [0.37, -0.05, -0.26], [0.54, -0.39, -0.35], [0.01, 0.03, 0.04], [-0.11, 0.14, 0.05], [0.17, -0.08, -0.04], [0.03, 0.05, 0.02], [0.01, 0.00, 0.00], [0.04, -0.12, 0.26], [-0.01, 0.07, -0.34], [-0.12, -0.07, 0.18], [0.01, -0.14, 0.06], [0.01, 0.02, 0.04], [-0.07, -0.08, 0.33], [0.00, 0.01, 0.02], [0.29, -0.10, -0.07], [0.06, 0.12, -0.38], [-0.01, 0.01, 0.01], [0.08, -0.10, 0.23], [0.05, 0.01, -0.03], [-0.03, 0.00, 0.00], [0.03, -0.04, -0.08], [-0.25, 0.05, 0.20], [0.03, -0.24, -0.09], [-0.02, 0.03, 0.01], [-0.01, 0.03, -0.02], [0.00, -0.01, 0.01], [0.00, 0.00, -0.01], [0.01, 0.01, 0.00], [0.02, 0.00, -0.03], [0.26, 0.06, 0.04], [0.01, 0.02, -0.01], [-0.09, -0.34, -0.40], [-0.01, 0.01, 0.01], [-0.64, 0.26, 0.11], [-0.02, 0.14, -0.13], [0.01, 0.01, 0.02], [-0.02, -0.01, 0.02], [0.01, -0.13, -0.12], [-0.01, 0.00, -0.02], [-0.07, 0.15, 0.17], [0.38, 0.41, -0.07], [-0.03, -0.09, 0.00], [0.05, 0.03, 0.02], [0.00, 0.02, 0.02]]}

---

> The lowest charge belongs to which entry?

C32H26AsInN6O5S2

---

> What is the charge in the third record?

-1

---

> Which of these has the lowest charge?

C32H26AsInN6O5S2